(1)
The following is a DFT calculation (ωB97M-V with the def2-TZVPD basis set) of a cluster of 14 separate species, C4H38N2O14S in total.

ORCA input file:
```
! RIJCOSX wB97M-V def2-TZVPD def2/J DEFGRID3
* xyz 0 1
C 0.892 0.788 0.284
N 0.736 -0.469 1.050
C 2.086 -1.154 1.179
O 3.223 -0.346 1.015
C -0.182 1.830 0.610
C -0.300 2.081 2.130
S -1.383 3.507 2.577
N -0.078 3.088 -0.142
H 0.909 0.596 -0.795
H 1.863 1.259 0.410
H 0.452 -0.143 1.965
H 2.078 -1.400 2.241
H 2.102 -1.859 0.355
H 3.405 0.343 1.657
H -1.153 1.363 0.383
H 0.646 2.204 2.661
H -0.793 1.235 2.618
H -1.517 4.057 1.380
H 0.904 3.354 -0.065
H -0.042 2.742 -1.109
H 2.330 3.031 1.952
H 3.345 3.325 0.875
O 3.159 3.494 1.807
H -3.892 -2.785 1.828
H -2.296 -2.747 1.758
O -3.126 -2.207 1.848
H 0.012 1.493 -3.099
H 0.726 2.932 -3.525
O 0.120 2.441 -2.977
H -0.170 0.069 -5.190
H 0.281 -0.943 -3.983
O -0.025 -0.061 -4.253
H -0.234 -3.482 1.906
H -1.211 -4.017 0.785
O -1.095 -3.883 1.748
H -1.496 -2.277 -0.985
H -0.523 -1.953 0.140
O -0.775 -2.672 -0.469
H 3.397 1.725 -1.272
H 3.269 3.146 -1.730
O 3.070 2.583 -0.973
H 2.373 -1.268 -2.886
H 3.859 -1.542 -3.273
O 3.013 -1.246 -3.610
H -0.483 -1.279 4.269
H -1.003 -2.499 3.366
O -0.358 -1.805 3.484
H -3.765 0.324 0.076
H -3.652 -1.107 0.250
O -3.935 -0.479 -0.443
H -2.587 -0.661 -1.706
H -1.646 -0.419 -2.990
O -1.758 -0.893 -2.159
H -2.736 -0.122 2.286
H -4.292 -0.299 2.375
O -3.577 0.329 2.340
H -0.075 -2.096 -2.357
H 1.123 -3.061 -2.825
O 0.787 -2.165 -2.795
*
```

Calculated values
**Energy relative to the best compared isomer or geometry (same formula, charge and spin)**: 18.9 kcal/mol
**HOMO-LUMO gap**: 0.3134 Ha

Here are the Löwdin charges for atoms 1 to 4, given in e: C -0.1968; N -0.0250; C -0.2315; O -0.0650

***

(2)
The following is a DFT calculation (ωB97M-V with the def2-TZVPD basis set) of a structure of composition C4H38NO15.

ORCA input file:
```
! RIJCOSX wB97M-V def2-TZVPD def2/J DEFGRID3
* xyz -1 1
C 1.429 2.332 2.070
O 1.592 2.988 0.865
C 0.652 1.077 1.915
C 0.945 0.297 0.750
C 0.105 -0.984 0.799
N -0.103 -1.701 -0.517
H 2.527 2.279 2.304
H 0.865 2.951 2.721
H 0.665 0.565 2.937
H -0.504 1.265 1.703
H 0.853 0.980 -0.169
H 1.973 0.075 0.668
H -0.967 -0.796 1.112
H 0.610 -1.798 1.572
H 0.761 -1.924 -0.818
H -0.609 -1.053 -1.161
H -0.975 2.682 -1.773
H -0.876 1.322 -1.546
O -0.296 2.066 -1.570
H -0.824 -2.305 -3.450
H -0.131 -0.969 -3.897
O -0.250 -2.025 -4.149
H 2.134 -2.565 -0.550
H 3.491 -3.383 -0.375
O 2.769 -2.831 0.069
H -2.714 0.808 -1.936
H -1.463 -3.809 0.683
O -3.125 1.881 -1.361
H -0.175 1.146 -4.390
H 0.386 1.644 -3.142
O 0.642 1.480 -4.076
H 2.462 -3.002 1.768
H 1.468 -3.451 2.698
O 2.246 -2.928 2.706
H -3.542 1.695 -0.531
H -2.798 -0.846 -2.449
O -2.225 -0.263 -1.998
H -2.484 3.612 0.420
H -2.167 3.301 1.852
O -1.780 3.598 1.051
H -2.757 -0.304 -0.183
H -4.216 -0.464 0.158
O -3.381 -0.379 0.569
H 1.477 2.513 -2.075
H 2.738 2.880 -1.385
O 2.466 2.421 -2.142
H -3.449 -1.845 1.977
H -2.705 -0.745 2.615
O -2.803 -1.736 2.628
H 3.086 0.804 -2.407
H 1.862 0.028 -2.580
O 2.795 -0.207 -2.587
H -1.437 -2.667 1.721
H 0.748 2.961 0.309
O -1.099 -3.593 1.645
H 2.386 -0.794 3.009
H 1.655 -1.558 3.985
O 2.066 -0.725 3.933
*
```

Calculated values
**Energy relative to the best compared isomer or geometry (same formula, charge and spin)**: 128.7 kcal/mol
**HOMO-LUMO gap**: 0.3311 Ha

Here are the Löwdin charges for atoms 1 to 4, given in e: C -0.2920; O -0.1104; C -0.2542; C -0.2453

***

(3)
The following is a DFT calculation (ωB97M-V with the def2-TZVPD basis set) of a cluster of 15 separate species, C4H38NO16 in total.

ORCA input file:
```
! RIJCOSX wB97M-V def2-TZVPD def2/J DEFGRID3
* xyz 2 2
C -0.814 0.849 -2.137
O -1.099 1.451 -3.393
C 0.667 0.339 -2.248
C 0.967 -0.287 -0.849
C 2.375 -0.866 -1.011
O 2.723 -1.524 -1.955
N 0.765 -0.524 -3.464
H -1.379 -0.077 -2.273
H -1.091 1.486 -1.320
H -0.841 2.414 -3.326
H 1.406 1.185 -2.280
H 0.285 -1.162 -0.617
H 0.898 0.423 0.007
H 3.194 -0.739 -0.325
H 1.761 -0.707 -3.573
H 0.272 -1.464 -3.250
H 0.285 -0.063 -4.212
H -1.090 -3.276 -3.469
H -1.619 -2.147 -2.648
O -0.818 -2.697 -2.715
H 2.873 2.384 0.522
H 2.471 3.465 -0.575
O 2.945 2.662 -0.378
H 1.356 -0.660 3.826
H 1.010 -0.765 2.346
O 1.158 -0.116 3.055
H -5.077 0.229 1.335
H -3.943 -0.747 0.859
O -4.243 -0.183 1.564
H -1.458 -1.370 2.981
H -1.928 -2.795 3.239
O -1.236 -2.309 2.784
H -1.461 3.787 -1.098
H -1.415 4.620 -2.420
O -1.124 3.801 -2.009
H 3.780 1.846 -3.062
H 4.001 1.505 -1.619
O 3.649 1.148 -2.419
H 0.338 -2.843 2.195
H 1.512 -3.410 1.409
O 1.339 -2.699 2.050
H 0.304 -5.202 1.032
H 0.122 -4.310 -0.098
O 0.785 -4.895 0.269
H -2.911 -2.459 0.251
H -1.745 -1.731 1.020
O -2.335 -1.671 0.269
H -1.059 2.249 3.966
H 0.214 1.739 3.299
O -0.664 2.100 3.098
H -3.099 3.380 0.683
H -1.561 3.572 0.855
O -2.325 3.743 0.276
H 4.099 0.777 2.189
H 2.538 0.500 2.282
O 3.267 0.965 1.800
H -3.148 0.208 3.139
H -1.688 0.781 2.803
O -2.188 0.088 3.338
*
```

Calculated values
**Energy relative to the best compared isomer or geometry (same formula, charge and spin)**: 75.1 kcal/mol
**HOMO-LUMO gap (spin up / spin down)**: 0.2984 / 0.1507 Ha
**⟨S²⟩**: 0.7571

Here are the Löwdin charges for atoms 1 to 4, given in e: C -0.1603; O -0.0598; C -0.2429; C -0.0074

***

(4)
The following is a DFT calculation (ωB97M-V with the def2-TZVPD basis set) of a cluster of 15 separate species, C4H39NO14S2 in total.

ORCA input file:
```
! RIJCOSX wB97M-V def2-TZVPD def2/J DEFGRID3
* xyz 1 2
S -1.553 2.552 3.008
S -1.864 2.023 1.090
C -0.369 1.080 0.646
C -0.357 0.607 -0.816
C -0.483 1.780 -1.787
N 0.911 -0.172 -0.969
C 0.851 -1.155 -2.063
H -1.514 1.378 3.722
H -0.299 0.205 1.302
H 0.527 1.704 0.827
H -1.217 -0.057 -0.998
H -0.153 1.528 -2.799
H 0.155 2.591 -1.458
H -1.469 2.201 -1.853
H 1.679 0.482 -1.162
H 1.824 -1.617 -2.211
H 0.570 -0.683 -3.007
H 0.134 -1.930 -1.894
H -4.423 -0.176 0.293
H -3.737 -1.372 0.954
O -4.361 -1.130 0.259
H 2.559 -1.794 -0.516
H 3.686 -1.018 0.185
O 3.502 -1.833 -0.335
H 4.084 -1.067 -1.837
H 4.411 0.464 -1.857
O 4.160 -0.284 -2.424
H 2.798 0.063 1.563
H 3.125 1.122 0.522
O 3.552 0.448 1.063
H 0.647 4.364 0.165
H 1.575 4.104 1.343
O 1.547 4.100 0.382
H 1.913 -1.961 1.956
H 1.088 -1.118 0.928
O 1.474 -1.073 1.839
H -1.866 -4.424 -0.238
H -2.212 -3.072 -0.867
O -1.566 -3.518 -0.207
H -2.047 -2.614 1.197
H -2.796 -2.739 2.531
O -2.458 -2.098 1.919
H -1.333 -1.158 2.934
H 0.200 -0.772 3.030
O -0.677 -0.656 3.450
H 3.787 2.926 -1.358
H 2.363 3.066 -0.690
O 2.945 2.479 -1.243
H -2.822 -0.318 -3.885
H -3.927 -1.146 -4.628
O -3.673 -0.797 -3.766
H -3.588 -1.886 -2.486
H -4.006 -2.076 -1.022
O -3.528 -2.519 -1.714
H 3.221 -2.994 0.924
H 2.080 -4.023 1.143
O 2.686 -3.452 1.631
H 2.219 1.848 -2.836
H 2.817 0.460 -3.266
O 2.081 1.089 -3.434
*
```

Calculated values
**Energy relative to the best compared isomer or geometry (same formula, charge and spin)**: 0.0 kcal/mol
**HOMO-LUMO gap (spin up / spin down)**: 0.3130 / 0.1639 Ha
**⟨S²⟩**: 0.7550

Here are the Löwdin charges for atoms 1 to 4, given in e: S 0.5861; S 0.7174; C -0.4401; C -0.4138

***

(5)
The following is a DFT calculation (ωB97M-V with the def2-TZVPD basis set) of a cluster of 16 separate species, C4H39NO15 in total.

ORCA input file:
```
! RIJCOSX wB97M-V def2-TZVPD def2/J DEFGRID3
* xyz 0 1
C -0.030 -0.427 -1.205
N 0.795 -0.819 -0.040
C 0.484 0.283 0.965
C -0.830 0.965 0.569
C -0.994 0.758 -0.924
H -0.603 -1.235 -1.627
H 0.687 -0.288 -2.019
H 0.464 -1.709 0.320
H 1.355 0.945 0.784
H 0.446 -0.169 1.965
H -1.716 0.529 1.049
H -0.775 1.999 0.874
H -0.611 1.656 -1.435
H -2.006 0.488 -1.244
H 1.062 -4.016 -0.058
H 0.867 -3.386 -1.402
O 0.447 -3.414 -0.517
H 3.340 1.887 -0.064
H 2.986 2.810 1.005
O 3.276 2.855 0.082
H 2.018 3.559 -0.903
H 2.117 4.301 -2.134
O 1.472 4.207 -1.422
H 1.564 -3.033 -3.651
H 2.851 -3.576 -2.923
O 1.891 -3.551 -2.903
H -0.275 3.620 3.902
H -0.405 4.280 2.575
O 0.270 3.911 3.160
H 0.091 5.282 0.544
H -0.526 4.263 -0.437
O -0.749 4.946 0.208
H 2.375 1.397 4.337
H 2.145 1.856 2.938
O 2.608 1.167 3.431
H -1.299 -3.774 -0.706
H -2.508 -4.857 -0.513
O -2.143 -4.002 -0.269
H -2.213 3.828 1.444
H -3.303 4.459 0.680
O -3.178 3.847 1.415
H -0.664 -2.850 -4.443
H -0.374 -1.696 -3.573
O -0.057 -2.105 -4.384
H -3.763 2.310 2.968
H -3.782 1.351 1.782
O -3.670 1.381 2.737
H -1.502 -2.583 2.648
H -1.387 -3.442 1.324
O -1.047 -3.325 2.240
H -3.062 -1.826 -3.341
H -2.513 -2.895 -2.380
O -2.244 -2.185 -2.981
H 0.536 -4.907 2.064
H 1.855 -4.196 1.560
O 1.363 -5.026 1.585
H 2.665 -0.463 -0.710
H 3.075 0.261 -1.954
O 3.125 0.354 -0.991
*
```

Calculated values
**Energy relative to the best compared isomer or geometry (same formula, charge and spin)**: 50.8 kcal/mol
**HOMO-LUMO gap**: 0.3370 Ha

Here are the Löwdin charges for atoms 1 to 4, given in e: C -0.2155; N -0.0714; C -0.1605; C -0.1772

***

(6)
The following is a DFT calculation (ωB97M-V with the def2-TZVPD basis set) of a structure of composition C4H3AgLi2O2.

ORCA input file:
```
! RIJCOSX wB97M-V def2-TZVPD def2/J DEFGRID3
* xyz 0 3
C -1.717 0.046 -0.896
O -2.434 0.777 -0.128
Ag 1.478 0.412 -1.280
Li -2.954 0.766 1.552
H -0.173 -0.249 0.305
C -0.676 -0.786 -0.508
C 0.133 -1.951 -0.974
C 1.479 -1.979 -0.724
O 2.448 -1.280 -1.464
Li 0.202 0.371 1.699
H -2.215 -0.712 -1.628
H 1.924 -2.626 0.046
*
```

Calculated values
**HOMO-LUMO gap (spin up / spin down)**: 0.1441 / 0.2644 Ha
**⟨S²⟩**: 2.0426

Here are the Löwdin charges for atoms 1 to 4, given in e: C -0.4287; O -0.3240; Ag 0.7208; Li 0.5822

***

(7)
The following is a DFT calculation (ωB97M-V with the def2-TZVPD basis set) of a structure of composition C4H3AgLiMgO2.

ORCA input file:
```
! RIJCOSX wB97M-V def2-TZVPD def2/J DEFGRID3
* xyz 1 1
C 0.598 -0.292 1.299
O -0.422 -1.089 1.704
Ag -2.020 3.351 -1.744
Li -0.770 0.058 3.277
H 1.602 -0.336 0.706
C 0.579 1.077 1.429
C -0.572 1.792 2.034
C -1.701 2.012 1.332
O -1.955 1.609 0.024
Mg -1.392 -0.218 0.127
H 1.556 1.571 1.464
H -2.537 2.607 1.725
*
```

Calculated values
**Energy relative to the best compared isomer or geometry (same formula, charge and spin)**: 0.0 kcal/mol
**HOMO-LUMO gap (spin up / spin down)**: 0.1617 / 0.1618 Ha

Here are the Löwdin charges for atoms 1 to 4, given in e: C -0.4467; O -0.3361; Ag 0.8339; Li 0.7644

***

(8)
The following is a DFT calculation (ωB97M-V with the def2-TZVPD basis set) of a cluster of 2 separate species, C4H3Br in total.

ORCA input file:
```
! RIJCOSX wB97M-V def2-TZVPD def2/J DEFGRID3
* xyz 0 1
C 2.034 0.826 1.315
C 3.025 1.175 2.029
C 1.054 0.431 0.549
C 0.422 0.413 -0.659
Br 1.698 1.332 -2.192
H -0.055 -0.840 2.188
H -0.541 0.933 -0.720
H 0.573 -0.509 -1.176
*
```

Calculated values
**Energy relative to the best compared isomer or geometry (same formula, charge and spin)**: 161.7 kcal/mol
**HOMO-LUMO gap (spin up / spin down)**: 0.2230 / 0.2231 Ha

Here are the Löwdin charges for atoms 1 to 4, given in e: C -0.2765; C 0.1506; C -0.1971; C -0.4155